Computed, not measured: an isolated molecule of C19H23N5O2S2, with wB97M-V/def2-TZVPD.

Values from the calculation:
M   417.56 u
SMILES   Cn1c(Cn2c(=O)sc3ccccc32)nnc1SCC(=O)N1CCCCCC1
Spin multiplicity   1
E_tot   -53293.9631 eV
Net charge   0
HOMO energy   -8.43 eV
Orbital gap   0.32849 Ha

Last column: Mulliken charge in e.
Geometry (Å):
C 1.840 -1.505 -2.642  -1.20
N 1.917 -0.387 -1.749  0.25
C 2.391 -0.373 -0.469  0.11
N 2.289 0.820 0.047  -0.37
N 1.721 1.608 -0.871  -0.68
C 1.491 0.892 -1.939  1.19
C 0.810 1.380 -3.168  -1.61
N -0.508 0.788 -3.294  0.25
C -0.746 -0.169 -4.233  0.64
O 0.043 -0.565 -5.054  -0.60
S -2.421 -0.755 -4.067  -0.30
C -2.702 0.331 -2.722  0.73
C -3.863 0.493 -1.990  -0.49
C -3.870 1.433 -0.975  -0.68
C -2.739 2.190 -0.701  -0.52
C -1.571 2.024 -1.426  -0.46
C -1.559 1.085 -2.445  0.10
H -0.688 2.599 -1.195  0.29
H -2.764 2.919 0.094  0.39
H -4.765 1.577 -0.390  0.40
H -4.734 -0.102 -2.213  0.42
H 0.724 2.468 -3.110  0.39
H 1.373 1.103 -4.066  0.58
S 3.015 -1.782 0.353  -0.25
C 1.450 -2.742 0.421  -1.12
H 1.593 -3.502 1.185  0.63
C 0.280 -1.805 0.684  0.75
O -0.414 -1.453 -0.261  -0.57
N 0.051 -1.401 1.942  0.19
C 0.844 -1.709 3.110  -0.95
C 1.703 -0.535 3.584  -0.23
H 2.440 -0.295 2.815  0.10
H 2.242 -0.869 4.474  0.40
C 0.907 0.728 3.910  -1.10
C 0.448 1.466 2.652  -0.66
C -0.840 0.939 2.006  0.98
C -1.106 -0.558 2.179  -1.46
H -1.883 -0.852 1.467  0.54
H -1.462 -0.767 3.190  0.50
H -0.798 1.159 0.940  -0.94
H -1.709 1.458 2.417  0.62
H 0.291 2.519 2.893  0.51
H 1.256 1.422 1.921  0.10
H 0.059 0.489 4.554  0.33
H 1.564 1.395 4.472  0.44
H 0.153 -1.999 3.911  0.40
H 1.498 -2.558 2.914  0.29
H 1.293 -3.228 -0.541  0.47
H 0.884 -2.018 -2.511  0.28
H 1.913 -1.167 -3.675  0.51
H 2.660 -2.191 -2.425  0.42



Computed, not measured: a structure of composition C5H5N3, with wB97M-V/def2-TZVPD.

Values from the calculation:
M   107.12 u
Spin multiplicity   1
E_tot   -9731.7581 eV
Net charge   0
HOMO energy   -9.63 eV
Orbital gap   0.33197 Ha

Last column: Mulliken charge in e.
Geometry (Å):
C -0.915 -1.258 -0.132  0.70
C -1.286 0.120 0.566  -0.50
C 0.694 1.427 0.264  -0.08
C 1.924 1.326 -0.226  -0.62
N -0.290 0.525 -0.125  -0.15
N -0.442 -2.268 0.483  -0.70
C -1.526 -1.428 -1.421  0.28
N -1.966 -1.526 -2.476  -0.39
H -0.046 -2.053 1.396  0.23
H -1.395 0.303 1.647  0.37
H 0.384 2.234 0.925  0.33
H 2.687 2.037 0.040  0.26
H 2.176 0.560 -0.941  0.26



Computed, not measured: a structure of composition C4H15AlNO5, with wB97M-V/def2-TZVPD.

Values from the calculation:
M   184.15 u
Spin multiplicity   1
E_tot   -22701.3173 eV
Net charge   -1
HOMO energy   -4.57 eV
Orbital gap   0.06428 Ha

Last column: Mulliken charge in e.
Geometry (Å):
Al 2.365 -1.998 -2.029  0.97
O -1.145 -1.315 -5.243  -0.64
H -1.924 -0.758 -5.050  0.25
O 1.452 -5.500 -5.094  -0.67
H 1.702 -6.183 -4.442  0.25
O 1.929 2.855 -3.035  -0.78
H 2.168 3.803 -3.028  0.21
O 6.323 -4.760 -0.911  -0.80
H 6.660 -5.535 -0.421  0.21
C -1.313 3.050 2.100  -1.46
C -0.764 1.602 1.822  0.52
C -1.661 0.865 0.910  -0.70
O -1.330 -0.508 0.836  -0.35
C -1.731 -1.251 1.999  -0.72
N 0.636 1.727 1.360  -0.67
H -1.528 3.707 1.258  0.31
H -0.569 3.537 2.732  0.46
H -2.091 3.004 2.862  0.39
H -0.636 1.007 2.726  0.06
H -1.697 1.396 -0.041  0.43
H -2.647 0.954 1.366  0.32
H -1.605 -2.331 1.918  0.28
H -2.807 -1.093 2.083  0.29
H -1.346 -0.849 2.936  0.30
H 0.637 2.091 0.418  0.28
H 0.923 2.481 1.967  0.27



Calculated LUMO level, 0.5 -0.6 -2.8 eV (same order as the records).
Calculated strongest force on any atom, 1.134 4.336 2.114 eV Å⁻¹ (same order as the records).